No. 1
DFT (ωB97M-V/def2-TZVPD) results for a cluster of 8 separate species, C3H20N2O10 in total in a non-equilibrium geometry.

```
35
Properties=species:S:1:pos:R:3:forces:R:3:lowdin_charge:R:1
N -2.346175 0.111962 2.433821 1.27 -2.20 -0.98 0.180
C -1.543848 -1.067987 2.481714 -2.13 2.86 -0.08 -0.506
O -1.242891 -1.558437 3.526625 0.55 -0.85 0.89 0.084
C -1.316677 -1.624240 1.127094 -0.63 -0.21 -2.52 -0.109
N -0.678283 -0.647421 0.251924 1.67 2.60 0.01 0.084
C 0.104912 -0.948820 -0.834663 -0.78 1.39 -1.80 -0.534
O 0.840194 -0.199720 -1.499436 -0.98 0.37 1.90 0.024
O 0.023177 -2.177815 -1.388877 1.08 -1.73 1.31 0.087
H -2.341473 0.710893 1.634447 -0.04 0.23 -0.52 0.056
H -2.532231 0.570933 3.274966 -0.08 0.57 1.47 0.083
H -2.326121 -1.759260 0.639217 0.73 -0.61 0.94 0.148
H -0.719401 -2.524134 1.101890 -0.17 -0.31 0.41 0.126
H -0.622952 0.387518 0.657349 0.47 -2.28 -1.56 0.151
H -0.595512 -2.696762 -1.896965 -1.00 0.76 0.25 0.132
O 2.841152 -3.068040 -0.990126 1.71 0.41 7.31 0.028
H 2.761764 -3.111763 -1.845808 -0.98 -0.36 -7.30 -0.064
H 1.999602 -3.222836 -0.581675 -0.60 -0.01 0.01 0.021
O -0.164947 2.275832 0.617881 1.29 -1.95 -0.42 -0.077
H -0.609957 3.089971 0.616069 -1.37 1.58 0.32 0.017
H 0.368277 2.394213 -0.217164 -0.27 -0.12 1.13 -0.002
O -0.943108 1.931240 -2.674725 1.46 -2.37 -0.02 -0.049
H -0.251949 1.239500 -2.435093 -1.50 -0.20 -0.58 0.054
H -0.325531 2.589669 -2.414063 0.46 2.44 0.34 -0.001
O -2.743909 1.733879 -0.758877 -0.86 -1.86 0.84 -0.101
H -2.959916 0.790105 -0.524033 0.18 1.53 -0.46 0.039
H -2.070688 1.644631 -1.459353 0.04 0.35 -0.09 -0.032
O 1.509489 -1.398232 2.504401 1.37 2.06 3.00 -0.121
H 2.304614 -0.819399 2.846359 -2.12 -1.73 -1.35 0.099
H 0.935447 -1.349905 3.335921 0.72 -0.41 -1.71 0.046
O 3.009836 1.549733 -2.045491 0.82 1.16 0.08 0.003
H 3.526076 1.119249 -1.362324 -0.07 -0.39 0.07 0.086
H 2.492180 0.898289 -2.496926 -0.53 -0.98 -0.10 0.044
O 1.250929 3.272333 -1.240341 1.45 -2.44 -1.25 -0.104
H 2.055055 2.606124 -1.498513 -1.67 1.59 0.40 0.065
H 1.578233 4.151259 -1.227655 0.50 1.14 0.04 0.044
```
Positions in Å, forces in eV/Å.

As for the relative energy (zero: lowest compared OMol25 entry of this formula, charge and spin): 281.5 kJ/mol. The LUMO energy comes out at 0.132 eV. Its SMILES is NC(=O)CNC(=O)O.O.O.O.O.O.O.O. The spin multiplicity is 1.

---

No. 2
DFT (ωB97M-V/def2-TZVPD) results for the molecule C7H11NO in a non-equilibrium geometry.

```
20
Properties=species:S:1:pos:R:3:forces:R:3:lowdin_charge:R:1
O -1.228930 -1.409408 -1.059813 -0.05 0.55 -2.05 -0.057
C -1.358072 -0.787009 0.188146 2.52 -1.94 -0.29 -0.325
C -1.818632 0.612042 0.102858 0.48 -2.26 1.89 -0.300
N -0.849407 1.499665 -0.429073 1.40 -0.87 1.20 0.025
C 0.513049 1.009936 0.355846 -6.30 0.69 1.14 -0.188
C 1.625615 1.046881 -0.475214 1.02 5.86 -4.08 -0.161
C 2.065389 -0.097284 -0.561304 4.78 -11.98 -3.21 -0.156
C 1.474398 -1.272913 0.308098 1.04 0.25 0.00 -0.152
C 0.230414 -0.639566 0.804395 -3.13 4.32 -0.73 -0.125
H -1.325646 -0.716435 -1.773195 0.33 -1.08 1.15 0.124
H -2.196018 -1.373894 0.715214 1.83 0.50 -0.05 0.161
H -2.131095 0.493741 1.153117 -0.18 2.47 0.56 0.129
H -2.649486 0.513809 -0.482360 -2.71 0.47 -1.52 0.094
H -1.202798 2.379987 -0.057517 1.02 0.46 -0.27 0.096
H 0.423708 1.729817 1.134633 0.68 0.15 1.38 0.114
H 2.022315 1.693542 -1.377464 -1.36 -0.26 2.51 0.170
H 2.736332 -0.654640 -1.408252 -0.91 2.32 1.95 0.152
H 2.125581 -1.225317 1.302606 -0.80 -1.34 -2.33 0.150
H 1.299212 -2.285206 -0.298075 0.87 2.17 1.63 0.153
H 0.244072 -0.517740 1.857346 -0.53 -0.50 1.14 0.096
```
Positions in Å, forces in eV/Å.

As for the relative energy (zero: lowest compared OMol25 entry of this formula, charge and spin): 547.9 kJ/mol. The LUMO energy comes out at 0.923 eV. Its SMILES is O[C@@H]1CN[C@@H]2C=CC[C@H]12. The spin multiplicity is 1.

---

What is the relative energy (zero: lowest compared OMol25 entry of this formula, charge and spin) in the first record?
281.5 kJ/mol

---

spin multiplicity of number 2 (C7H11NO)?
1